Here is a structure of composition C9H12AuN9OS in a non-equilibrium geometry from the Open Molecules 2025 dataset. Energies are from ωB97M-V/def2-TZVPD.

```
! RIJCOSX wB97M-V def2-TZVPD def2/J DEFGRID3
* xyz 4 1
Au 0.04 -0.09 0.00
C -4.91 2.11 0.00
C -4.37 0.73 0.00
N -5.09 -0.35 0.00
N -4.20 -1.40 0.00
C -2.95 -1.00 0.00
S -1.50 -1.94 0.00
N -3.03 0.34 0.00
N -1.86 1.13 0.00
H -5.99 2.06 0.00
H -4.58 2.68 -0.87
H -4.58 2.68 0.88
H -4.56 -2.35 0.00
H -1.85 1.73 0.83
H -1.85 1.73 -0.82
N 3.43 -1.21 2.01
C 3.23 -0.71 3.16
C 2.19 0.38 3.00
N 1.89 0.50 1.77
C 2.64 -0.46 0.98
C 2.64 -0.46 -0.98
N 1.89 0.50 -1.77
C 2.19 0.38 -3.00
C 3.23 -0.71 -3.16
N 3.43 -1.21 -2.01
H 4.12 -1.93 1.80
H 3.73 -1.03 4.08
H 1.76 0.97 3.80
H 1.76 0.96 -3.80
H 3.73 -1.03 -4.08
H 4.12 -1.94 -1.80
O 3.49 0.08 0.00
N 1.81 -1.17 0.00
*
```

Values from the calculation:
HOMO energy, eV: -22.266
Max |F|, hartree/bohr: 0.0301
Lowest unoccupied orbital energy, eV: -16.945
HOMO-LUMO gap, eV: 5.32

Löwdin population analysis, charges in e, atoms 1 to 2:
1. Au 1.0215
2. C 0.0477